Below is a 2-piece molecular cluster, C6H15NO overall, with properties calculated with wB97M-V/def2-TZVPD.

E_tot: -367.544045 Eh
HOMO level: -0.3217 Eh
energy above the lowest of the compared OMol25 structures with the same formula, charge and spin: 54.8 kcal per mole
SMILES: C=CCO.CCNC

Structure (ORCA input):
```
! RIJCOSX wB97M-V def2-TZVPD def2/J DEFGRID3
* xyz 0 1
C 1.085 -0.214 -1.337
C 1.966 -0.002 -0.113
N 2.719 1.244 -0.239
C 3.737 1.396 0.801
H 0.575 -1.174 -1.300
H 1.736 -0.217 -2.215
H 0.338 0.559 -1.467
H 2.712 -0.800 -0.104
H 1.370 -0.048 0.806
H 2.066 2.013 -0.168
H 4.472 2.132 0.491
H 3.344 1.683 1.779
H 4.259 0.442 0.914
C -2.564 -1.270 -0.285
O -2.435 -0.472 -1.456
C -2.088 -0.463 0.880
C -2.842 -0.226 1.936
H -1.952 -2.168 -0.392
H -3.592 -1.617 -0.131
H -3.053 -0.766 -2.140
H -1.061 -0.127 0.796
H -2.524 0.311 2.817
H -3.877 -0.554 1.910
*
```

Here are the natural (NBO) charges for atoms 1 to 8, given in e: -0.613 -0.216 -0.621 -0.413 0.206 0.212 0.210 0.182

Below is a 2-piece molecular cluster, C2H6O3 overall at a distorted geometry, with properties calculated with wB97M-V/def2-TZVPD.

E_tot: -305.097828 Eh
HOMO level (spin up / spin down): -0.5457 / -0.5370 Eh
energy above the lowest of the compared OMol25 structures with the same formula, charge and spin: 50.4 kcal per mole

Structure (ORCA input):
```
! RIJCOSX wB97M-V def2-TZVPD def2/J DEFGRID3
* xyz 1 2
C 1.640 -0.604 -0.654
O 1.332 0.805 -0.516
H 0.733 -1.274 -0.892
H 2.501 -0.842 -1.419
H 1.954 -0.888 0.330
H 1.630 1.262 -1.278
O -2.124 0.483 2.180
C -2.332 0.240 0.992
O -1.446 0.565 0.041
H -3.318 -0.296 0.798
H -0.571 0.549 0.417
*
```

Here are the natural (NBO) charges for atoms 1 to 8, given in e: -0.283 -0.742 0.170 0.218 0.192 0.497 -0.002 0.632

Below is C5H32B3N10NiO5 as an isolated structure at a distorted geometry, with properties calculated with wB97M-V/def2-TZVPD.

E_tot: -2716.218718 Eh
HOMO level (spin up / spin down): -0.2696 / -0.2696 Eh

Structure (ORCA input):
```
! RIJCOSX wB97M-V def2-TZVPD def2/J DEFGRID3
* xyz -1 3
Ni 0.196 -1.145 -1.707
B -0.387 -3.240 -1.923
H 0.546 -2.873 -1.525
H -1.190 -2.554 -1.700
H -0.090 -3.328 -2.956
H -0.670 -4.203 -1.527
B -0.383 -0.138 0.064
H 0.504 -0.721 0.257
H -0.577 0.429 0.961
H -0.097 0.649 -0.616
H -1.181 -0.790 -0.256
B -1.221 -0.403 -3.434
H -0.383 -1.079 -3.510
H -1.259 0.364 -4.191
H -2.106 -1.015 -3.362
H -1.106 0.106 -2.489
C 1.921 -3.812 1.564
O 2.798 -3.712 2.352
N 2.007 -4.532 0.425
N 0.756 -3.244 1.620
H 1.124 -4.654 -0.050
H 2.854 -4.879 -0.002
H 0.206 -3.433 0.795
H 0.434 -2.671 2.387
C 0.095 3.681 -0.132
O 0.242 4.919 -0.081
N 0.881 2.826 0.462
N -0.713 3.003 -0.887
H 0.432 1.969 0.751
H 1.574 3.331 0.996
H -1.438 3.594 -1.270
H -0.708 2.001 -0.760
C 1.516 2.807 -4.148
O 0.615 3.286 -4.773
N 2.750 3.250 -4.099
N 1.276 1.698 -3.417
H 3.154 3.773 -4.863
H 3.307 2.618 -3.542
H 1.739 1.571 -2.528
H 0.310 1.407 -3.456
C -3.216 0.460 3.396
O -3.669 -0.663 3.238
N -3.220 1.213 4.516
N -2.822 1.279 2.468
H -2.801 2.132 4.524
H -3.787 0.797 5.241
H -2.573 2.233 2.685
H -2.677 0.934 1.530
C 1.162 -0.519 3.361
O 1.744 -0.788 4.409
N 1.689 0.079 2.267
N -0.181 -0.715 3.160
H 2.684 -0.037 2.136
H 1.159 0.249 1.424
H -0.691 -1.054 3.963
H -0.529 -0.452 2.249
*
```

Here are the natural (NBO) charges for atoms 1 to 8, given in e: 1.501 -0.802 -0.067 0.034 0.024 0.033 -0.976 0.036

Below is C11H20Cl2IrO5S as an isolated structure at a distorted geometry, with properties calculated with wB97M-V/def2-TZVPD.

E_tot: -2230.120245 Eh
HOMO level (spin up / spin down): 0.0054 / -0.0344 Eh
energy above the lowest of the compared OMol25 structures with the same formula, charge and spin: 0.0 kcal per mole

Structure (ORCA input):
```
! RIJCOSX wB97M-V def2-TZVPD def2/J DEFGRID3
* xyz -2 6
C 1.173 -0.871 -1.811
C -0.189 -1.165 -2.154
C -0.729 -1.996 -1.116
C -0.894 -0.811 -3.393
C 0.342 -2.332 -0.210
C 1.501 -1.610 -0.613
C 2.837 -1.693 0.022
C 2.135 -0.081 -2.616
C -2.121 -2.511 -1.039
C 0.222 -3.258 0.945
Ir -0.038 0.029 -0.124
Cl -3.473 1.005 -2.428
Cl -0.428 1.891 -1.465
O 0.086 -0.488 1.777
H -0.349 -0.051 -3.945
H -1.874 -0.378 -3.140
H -1.079 -1.690 -4.012
H -2.810 -1.718 -1.353
H -2.362 -2.799 -0.016
H -2.280 -3.387 -1.687
H -0.762 -3.163 1.404
H 0.980 -3.033 1.694
H 0.346 -4.306 0.640
H 2.736 -1.867 1.098
H 3.410 -0.776 -0.142
H 3.410 -2.533 -0.398
H 1.626 0.732 -3.139
H 2.634 -0.711 -3.366
H 2.910 0.347 -1.972
H -0.698 -0.213 2.336
O 1.486 1.156 0.499
H 1.571 0.876 1.442
C -1.603 2.869 1.374
S -2.474 1.317 1.557
O -2.022 0.811 2.856
O -3.883 1.485 1.363
O -1.956 0.407 0.383
H -1.874 3.485 2.236
H -1.894 3.319 0.425
H -0.525 2.625 1.391
*
```

Here are the natural (NBO) charges for atoms 1 to 8, given in e: -0.114 -0.010 -0.122 -0.698 -0.038 -0.105 -0.627 -0.631

Below is a 2-piece molecular cluster, C6H7N overall at a distorted geometry, with properties calculated with wB97M-V/def2-TZVPD.

E_tot: -287.348332 Eh
HOMO level (spin up / spin down): -0.3252 / -0.3251 Eh
energy above the lowest of the compared OMol25 structures with the same formula, charge and spin: 149.9 kcal per mole

Structure (ORCA input):
```
! RIJCOSX wB97M-V def2-TZVPD def2/J DEFGRID3
* xyz 0 1
C -2.821 0.090 0.065
C -0.197 -1.882 -0.099
C -0.085 -0.875 -1.119
C -0.127 -0.832 0.946
C -0.113 0.190 -0.209
C 0.197 1.655 -0.339
N -3.786 -0.550 -0.005
H 0.078 -2.980 -0.014
H -0.158 -1.085 -2.128
H -0.998 -0.683 1.688
H 0.779 -0.777 1.530
H -0.318 2.267 0.480
H -0.199 2.210 -1.190
H 1.128 1.899 0.109
*
```

Here are the natural (NBO) charges for atoms 1 to 8, given in e: -0.121 0.112 -0.305 -0.524 0.404 -0.743 -0.604 0.238

Below is a 5-piece molecular cluster, C5H9Cl11 overall at a distorted geometry, with properties calculated with wB97M-V/def2-TZVPD.

E_tot: -5257.981052 Eh
HOMO level: -0.4012 Eh
energy above the lowest of the compared OMol25 structures with the same formula, charge and spin: 9.2 kcal per mole
SMILES: ClC(Cl)Cl.ClCCl.ClCCl.ClCCl.ClCCl

Structure (ORCA input):
```
! RIJCOSX wB97M-V def2-TZVPD def2/J DEFGRID3
* xyz 0 1
C 4.947 -3.896 3.782
Cl 5.765 -4.828 5.136
Cl 5.384 -4.520 2.191
Cl 5.384 -2.181 3.883
H 3.861 -3.947 3.858
C -5.152 1.860 -3.081
Cl -3.521 2.559 -3.068
Cl -5.215 0.317 -2.192
H -5.854 2.594 -2.684
H -5.520 1.670 -4.089
C -1.103 -0.984 0.633
Cl -1.472 0.464 1.628
Cl 0.461 -1.692 0.981
H -1.824 -1.775 0.837
H -1.270 -0.800 -0.428
C -1.076 6.029 2.977
Cl 0.600 5.491 3.300
Cl -1.166 7.669 2.403
H -1.306 5.395 2.120
H -1.797 5.892 3.783
C 2.093 -2.957 -4.333
Cl 0.333 -2.631 -4.371
Cl 2.350 -4.556 -5.056
H 2.617 -2.183 -4.893
H 2.482 -2.990 -3.316
*
```

Here are the natural (NBO) charges for atoms 1 to 8, given in e: -0.262 -0.011 0.024 0.018 0.231 -0.396 -0.017 -0.029

Below is C2H4O3Tl as an isolated structure at a distorted geometry, with properties calculated with wB97M-V/def2-TZVPD.

E_tot: -476.391552 Eh
HOMO level: -0.5738 Eh
energy above the lowest of the compared OMol25 structures with the same formula, charge and spin: 93.7 kcal per mole

Structure (ORCA input):
```
! RIJCOSX wB97M-V def2-TZVPD def2/J DEFGRID3
* xyz 1 1
Tl -1.638 1.098 -0.644
C 1.913 -0.564 0.156
C 0.547 -0.109 -0.248
O -0.414 0.166 0.570
O 0.266 0.027 -1.408
H 2.418 0.262 0.658
H 2.463 -0.678 -0.778
H 1.977 -1.575 0.557
O -3.393 0.889 0.328
H -4.140 0.484 0.809
*
```

Here are the Löwdin charges for atoms 1 to 8, given in e: 1.546 0.074 -0.652 -0.072 0.068 0.120 0.105 0.120

Below is C11H15NO2S as an isolated structure at a distorted geometry, with properties calculated with wB97M-V/def2-TZVPD.

E_tot: -1031.259398 Eh
HOMO level (spin up / spin down): -0.2974 / -0.3309 Eh
energy above the lowest of the compared OMol25 structures with the same formula, charge and spin: 15.9 kcal per mole

Structure (ORCA input):
```
! RIJCOSX wB97M-V def2-TZVPD def2/J DEFGRID3
* xyz 0 3
C -0.727 -0.078 0.313
C 1.549 0.346 0.130
C -1.071 1.270 0.085
C 1.303 1.683 -0.154
C 0.500 -0.591 0.335
C -0.061 2.132 -0.224
C -3.274 3.903 -1.160
C 0.942 -2.253 2.091
C 1.956 -2.533 -0.209
C -0.461 -2.985 0.037
C 0.730 -2.048 0.582
N -1.608 3.455 -1.977
O -1.404 3.455 -3.163
O 0.921 4.351 -1.132
S -0.407 3.897 -0.629
H -1.594 -0.681 0.667
H 2.553 -0.012 0.400
H -2.135 1.479 0.038
H 1.946 2.583 -0.242
H -3.419 3.629 -0.122
H -3.806 3.345 -1.919
H 1.164 -3.230 2.430
H 1.706 -1.674 2.609
H -0.024 -1.954 2.506
H 2.061 -3.552 -0.493
H 2.022 -2.058 -1.166
H 2.790 -2.300 0.313
H -0.161 -3.546 -0.752
H -0.606 -3.584 0.948
H -1.388 -2.449 -0.142
*
```

Here are the natural (NBO) charges for atoms 1 to 8, given in e: -0.213 -0.141 -0.198 -0.233 -0.015 -0.259 -0.170 -0.612